Entry 1:
# C5H10O2

2 unconnected molecules or ions with the total composition C5H10O2 (ωB97M-V/def2-TZVPD, the OMol25 dataset).

```
17
Properties=species:S:1:pos:R:3:forces:R:3
C -0.264 -2.278 -1.250 1.35 -0.15 0.90
C 0.417 -0.952 -1.251 -2.35 0.09 -0.48
C 0.863 -0.204 -0.154 0.87 0.45 0.13
O 1.543 -0.815 0.758 -0.07 -0.83 0.44
C 0.629 1.211 0.024 0.08 0.42 0.41
C -0.100 1.985 -0.782 0.35 -0.02 -1.12
H -1.323 -2.084 -1.020 0.05 -0.01 -0.32
H -0.144 -2.791 -2.200 -0.27 0.11 -0.17
H 0.120 -2.914 -0.461 0.00 -0.20 0.12
H -0.013 -0.341 -2.028 0.53 0.31 -0.46
H 1.704 -0.300 1.566 0.02 0.10 -0.08
H 1.092 1.646 0.910 -0.31 -0.12 0.09
H -0.336 1.666 -1.792 -0.50 -0.25 0.22
H -0.361 3.016 -0.604 0.24 0.10 0.41
H -1.943 0.896 3.110 0.13 -0.26 0.40
H -0.900 1.407 2.191 0.16 -0.12 0.39
O -0.984 0.853 2.984 -0.28 0.38 -0.86
```
Positions in Å, forces in eV/Å.

Values from the calculation:
LUMO (alpha / beta), Eh: -0.1950 / -0.2658
Net charge: +1
Frontier orbital gap (alpha / beta), eV: 9.25 / 7.86
Multiplicity: 2

Results of the Löwdin charge analysis, in e, for atoms 1 through 4: atom 1 (C): -0.02, atom 2 (C): 0.07, atom 3 (C): -0.26, atom 4 (O): 0.21

Entry 2:
# C21H17ClFeIN2O6S

A molecular structure, C21H17ClFeIN2O6S (ωB97M-V/def2-TZVPD, the OMol25 dataset).

```
50
Properties=species:S:1:pos:R:3:forces:R:3
Fe -0.635 -1.738 0.750 -0.19 -0.03 -0.39
C 4.342 4.203 -0.521 -0.01 -0.01 0.02
C 3.882 2.810 -0.174 -0.02 0.09 -0.01
C 4.127 1.742 -1.034 0.02 0.02 -0.05
C 3.685 0.466 -0.725 0.05 -0.10 0.05
C 2.998 0.259 0.463 -0.04 0.15 -0.08
C 2.762 1.300 1.349 -0.06 -0.09 0.06
C 3.203 2.569 1.021 0.05 0.16 0.00
S 2.398 -1.345 0.846 -0.05 -0.02 0.54
O 1.278 -1.166 1.786 0.15 -0.35 0.12
O 3.487 -2.170 1.284 0.00 0.00 -0.04
N 1.696 -1.826 -0.519 0.10 -0.43 -0.23
C 2.024 -3.090 -0.925 0.28 0.40 -0.17
C 0.925 -4.221 -0.114 -0.80 -0.25 0.26
O 1.456 -5.284 0.032 -0.15 0.37 -0.17
O -0.191 -3.707 0.113 0.81 -0.13 0.02
H 4.565 4.293 -1.586 -0.03 0.00 0.09
H 5.249 4.462 0.033 -0.06 -0.03 -0.03
H 3.580 4.943 -0.262 0.08 -0.08 -0.04
H 4.658 1.913 -1.965 -0.05 -0.01 0.08
H 3.862 -0.366 -1.402 -0.04 0.14 0.07
H 2.231 1.109 2.278 0.01 0.05 -0.16
H 3.007 3.396 1.699 0.03 -0.08 -0.06
H 3.010 -3.453 -0.653 -0.01 -0.16 0.06
H 1.752 -3.287 -1.962 -0.15 -0.11 0.05
Cl -8.079 -1.516 0.363 0.13 0.04 -0.01
C -6.343 -1.374 0.232 -0.12 0.14 -0.11
C -5.786 -0.355 -0.562 0.03 0.08 -0.06
C -4.427 -0.246 -0.710 -0.10 0.10 -0.14
C -3.533 -1.144 -0.066 0.27 0.00 -0.13
O -2.267 -1.077 -0.298 -0.34 -0.06 0.12
C -4.124 -2.103 0.798 -0.04 -0.01 -0.03
C -3.314 -2.919 1.640 0.13 0.04 0.17
O -2.119 -2.742 1.892 0.28 -0.25 -0.09
C -5.524 -2.228 0.901 0.02 -0.21 0.18
H -6.449 0.348 -1.057 0.07 -0.09 0.02
H -3.991 0.529 -1.332 -0.08 -0.08 0.04
H -3.824 -3.756 2.138 -0.02 0.02 0.15
H -5.946 -2.994 1.544 0.06 0.04 -0.05
I -1.342 0.698 2.607 -0.20 0.33 0.25
C -0.697 1.330 0.727 0.00 -0.09 0.29
C -0.819 2.643 0.308 0.04 -0.02 -0.09
C -0.377 2.930 -0.974 -0.03 0.10 0.02
C 0.148 1.914 -1.761 0.04 0.05 -0.03
C 0.226 0.637 -1.236 -0.06 0.04 -0.01
N -0.186 0.353 0.005 0.07 0.35 -0.63
H -1.249 3.398 0.953 0.05 -0.06 -0.04
H -0.450 3.942 -1.356 0.01 -0.06 0.01
H 0.490 2.111 -2.771 -0.03 -0.05 0.11
H 0.631 -0.198 -1.798 -0.09 0.16 0.09
```
Positions in Å, forces in eV/Å.

Values from the calculation:
LUMO (alpha / beta), Eh: 0.0013 / -0.0794
Frontier orbital gap (alpha / beta), eV: 7.96 / 5.77
Multiplicity: 6

Results of the Löwdin charge analysis, in e, for atoms 1 through 4: atom 1 (Fe): 0.77, atom 2 (C): -0.05, atom 3 (C): -0.26, atom 4 (C): -0.03

Entry 3:
# C12H17N

2 unconnected molecules or ions with the total composition C12H17N (ωB97M-V/def2-TZVPD, the OMol25 dataset).

```
30
Properties=species:S:1:pos:R:3:forces:R:3
C 3.806 0.075 -0.293 0.17 -0.47 -0.91
C 2.459 0.045 0.450 0.55 1.36 -1.63
C 1.331 -0.073 -0.538 -0.40 -0.60 0.78
C 1.111 -1.077 -1.432 -0.29 0.23 -1.04
N -0.104 -0.884 -2.062 0.11 -0.05 -0.11
C -0.727 0.213 -1.542 0.29 0.10 -0.60
C -1.962 0.777 -1.899 0.65 -0.13 0.81
C -2.435 1.712 -1.002 -0.46 0.19 -0.57
C -1.773 1.989 0.205 0.17 -0.26 -0.28
C -0.487 1.540 0.417 -0.22 0.88 0.07
C 0.136 0.741 -0.554 -0.64 -0.85 0.48
H 4.595 0.557 0.280 0.21 -0.54 0.27
H 3.795 0.632 -1.236 -0.64 0.44 0.29
H 4.069 -0.904 -0.703 0.40 -0.21 0.67
H 2.423 -0.704 1.234 0.04 0.05 0.19
H 2.422 1.067 0.825 -0.47 -0.17 0.77
H 1.679 -1.887 -1.858 0.50 -0.04 0.56
H -0.448 -1.483 -2.791 -0.07 0.16 -0.02
H -2.481 0.409 -2.773 -0.20 0.28 -0.01
H -3.315 2.295 -1.247 -0.29 -0.34 0.16
H -2.348 2.437 1.005 0.27 0.50 -0.09
H -0.050 1.802 1.372 0.42 -0.13 -0.16
C -1.244 -0.669 2.260 -0.01 0.66 1.38
C -1.638 -1.702 1.219 -0.88 0.22 0.21
H -1.371 -0.993 3.297 -0.12 -0.45 -0.10
H -0.221 -0.294 2.249 0.22 -0.46 -0.43
H -1.823 0.252 2.232 -0.26 -0.14 -0.33
H -1.862 -2.667 1.673 0.72 -0.22 -0.06
H -0.918 -1.742 0.409 0.04 -0.35 -0.06
H -2.622 -1.464 0.801 0.22 0.35 -0.24
```
Positions in Å, forces in eV/Å.

Values from the calculation:
LUMO, Eh: 0.0332
Frontier orbital gap, eV: 8.75
SMILES string: CCc1c[nH]c2ccccc12.CC

Results of the Löwdin charge analysis, in e, for atoms 1 through 4: atom 1 (C): -0.11, atom 2 (C): -0.19, atom 3 (C): -0.20, atom 4 (C): -0.06